# 1
Here is a structure of composition C4H13N2 in a non-equilibrium geometry from the OMol25 dataset. Energies are from ωB97M-V/def2-TZVPD.

Atoms and positions in Å:
C1 0.83232 -1.27862 0.81101
C2 -0.62889 -1.27443 0.28076
C3 -0.67189 -0.61461 -1.17053
C4 -0.04566 0.81221 -1.44283
N1 -0.25799 1.91510 -0.26542
N2 0.68072 0.05594 1.64161
H1 1.15763 -2.13446 1.47163
H2 1.59787 -0.85821 0.12656
H3 -1.73587 -0.73526 0.93798
H4 -0.97403 -2.32952 0.14085
H5 0.10377 -1.27933 -1.70900
H6 -1.70380 -0.69205 -1.56545
H7 -0.35637 1.34257 -2.34584
H8 1.05632 0.57895 -1.61590
H9 -1.03091 2.50781 -0.57131
H10 0.55030 2.53594 -0.37947
H11 -0.07982 -0.06849 2.31046
H12 -0.08957 1.31239 0.65115
H13 1.63010 0.15507 2.04459

Cartesian forces, eV/Å:
C -1.9 3.3 2.2
C -2.7 -0.1 -1.2
C 1.0 -0.6 0.0
C 0.9 -0.4 1.0
N 1.9 -1.8 -2.1
N 1.5 -1.0 -0.4
H -0.4 0.9 -1.0
H -0.5 -1.5 -0.2
H 4.0 -1.5 -1.3
H 0.1 0.9 -0.1
H -1.8 0.8 0.1
H 0.8 -0.1 0.0
H -0.4 -0.5 0.1
H -1.2 1.1 0.8
H -0.5 -0.5 1.0
H 0.0 -0.2 0.4
H 0.8 -0.1 0.4
H -0.4 0.7 -0.4
H -1.2 0.6 0.5

Computed properties:
* charge: +1
* lowest unoccupied orbital energy: -3.1 eV
* orbital gap: 11.45 eV
* E_HOMO: -14.60 eV
* maximum force: 0.0874 Eh/bohr

# 2
Here is the ion C4H13N2 with charge +2 in a non-equilibrium geometry from the OMol25 dataset. Energies are from ωB97M-V/def2-TZVPD.

Atoms and positions in Å:
C1 1.24473 -1.00437 -1.06509
C2 -0.20455 -0.77340 -0.79060
C3 -0.55751 -0.80771 0.72898
C4 0.10035 0.26583 1.61479
N1 -0.16644 1.63723 1.11204
N2 -0.68574 0.53000 -1.42030
H1 1.55531 -2.05043 -1.00171
H2 1.49485 -0.79860 -2.11143
H3 1.82638 -0.42661 -0.36459
H4 -0.84877 -1.52566 -1.26656
H5 -1.63644 -0.73735 0.83637
H6 -0.26285 -1.72217 1.20204
H7 1.16437 0.16460 1.61277
H8 -0.26150 0.46464 2.65301
H9 0.40804 2.36577 1.56464
H10 -0.26065 1.22992 -0.74323
H11 -1.13499 1.95701 1.28846
H12 -0.07968 0.66966 -2.21966
H13 -1.69492 0.56164 -1.62993

Cartesian forces, eV/Å:
C 0.4 -0.2 -0.8
C -1.2 -1.4 0.6
C -0.9 0.9 0.5
C 0.2 1.3 -2.5
N -0.7 0.2 3.3
N 2.1 0.1 1.6
H -0.4 0.0 0.5
H 0.1 0.4 0.2
H 0.7 0.2 -0.2
H 0.3 0.0 0.2
H -0.3 -0.1 0.1
H 0.1 -0.9 -0.2
H 0.7 -0.2 0.5
H -0.3 -0.8 0.1
H 0.6 0.0 -0.8
H -1.5 -0.1 -1.2
H -0.1 -0.2 -1.0
H -0.4 0.1 -1.0
H 0.4 0.4 0.2

Computed properties:
* charge: +2
* lowest unoccupied orbital energy (spin up / spin down): -7.7 / -13.7 eV
* orbital gap (spin up / spin down): 13.49 / 7.38 eV
* E_HOMO (spin up / spin down): -21.15 / -21.12 eV
* maximum force: 0.0653 Eh/bohr
* multiplicity: 2

# 3
Here is the ion C4H13N2 with charge +2 in a non-equilibrium geometry from the OMol25 dataset. Energies are from ωB97M-V/def2-TZVPD.

Atoms and positions in Å:
C1 -0.05002 1.49711 0.43603
N1 1.14997 1.58527 1.35064
C2 -0.37707 0.00682 0.18227
N2 0.53621 -0.59713 -0.93314
C3 0.53848 -2.09234 -0.88423
C4 -1.85363 -0.24047 -0.13084
H1 -0.91666 2.03954 0.82443
H2 0.24789 1.88659 -0.54702
H3 1.24255 2.53336 1.75350
H4 1.12234 0.93605 2.15240
H5 -0.07068 -0.60632 1.03778
H6 0.18517 -0.42861 -1.88133
H7 1.47981 -0.22452 -0.84448
H8 1.11448 -2.52074 -1.70846
H9 1.03685 -2.41240 0.02684
H10 -0.46774 -2.49584 -0.86571
H11 -2.43474 -0.03064 0.76882
H12 -2.14921 0.40997 -0.96556
H13 -2.00800 -1.26415 -0.45534

Cartesian forces, eV/Å:
C 2.2 -2.3 -1.1
N -3.8 1.5 1.1
C 0.2 -0.7 0.0
N -1.2 -0.1 0.1
C 0.9 -1.0 0.7
C 0.7 0.6 -0.5
H 0.2 0.4 0.4
H -0.2 0.8 0.3
H 1.0 0.1 -0.6
H 0.8 -0.5 -0.5
H -0.2 0.2 0.1
H 0.0 0.8 0.1
H 0.2 -0.2 -0.3
H -0.2 0.4 -0.1
H 0.0 0.1 0.1
H -0.1 0.2 -0.2
H -0.1 -0.1 -0.2
H -0.2 0.0 0.3
H -0.2 -0.1 0.2

Computed properties:
* charge: +2
* lowest unoccupied orbital energy (spin up / spin down): -7.4 / -13.6 eV
* orbital gap (spin up / spin down): 14.02 / 7.85 eV
* E_HOMO (spin up / spin down): -21.46 / -21.46 eV
* maximum force: 0.0814 Eh/bohr
* multiplicity: 2

# 4
Here is a cluster of 2 separate species, C4H13N2 in total in a non-equilibrium geometry from the OMol25 dataset. Energies are from ωB97M-V/def2-TZVPD.

Atoms and positions in Å:
N1 1.08691 2.61243 -1.29477
C1 -1.41531 0.60802 1.79252
C2 -1.07180 0.65772 0.30926
N2 0.05955 -0.13441 0.06921
C3 -0.05388 -1.44221 -0.51576
C4 1.19387 -2.32561 -0.26742
H1 1.16801 1.79686 -0.65999
H2 2.01129 3.08370 -1.35717
H3 -1.00539 -0.30689 2.23775
H4 -2.48530 0.60453 2.02087
H5 -0.95382 1.39022 2.39916
H6 -0.99847 1.66162 -0.13156
H7 -1.96168 0.29467 -0.24051
H8 0.96731 2.15913 -2.22155
H9 -0.11407 -1.24835 -1.59514
H10 -0.97930 -1.85897 -0.08590
H11 1.93960 -2.16095 -1.03446
H12 1.64355 -2.02059 0.68028
H13 0.96894 -3.37091 -0.10482

Cartesian forces, eV/Å:
N 3.2 -2.9 -1.5
C 0.4 -0.1 1.6
C -0.5 1.2 0.7
N -2.4 -1.1 -1.2
C 2.2 -0.4 0.1
C 0.2 0.5 1.0
H -0.8 1.0 0.9
H -0.7 1.3 0.6
H -0.2 -0.1 -0.2
H 0.1 0.1 -0.5
H 0.0 0.2 -0.4
H 0.2 0.3 0.4
H 0.5 -0.6 -0.4
H -1.3 1.1 -0.3
H -0.5 -0.1 -0.1
H 0.1 0.0 -0.1
H 0.0 -0.3 -0.2
H 0.0 0.0 0.0
H -0.3 -0.2 -0.5

Computed properties:
* charge: +2
* lowest unoccupied orbital energy (spin up / spin down): -14.6 / -12.8 eV
* orbital gap (spin up / spin down): 5.54 / 7.83 eV
* E_HOMO (spin up / spin down): -20.16 / -20.64 eV
* maximum force: 0.0887 Eh/bohr
* multiplicity: 2

# 5
Here is the ion C4H13N2 with charge +2 in a non-equilibrium geometry from the OMol25 dataset. Energies are from ωB97M-V/def2-TZVPD.

Atoms and positions in Å:
C1 -1.53972 -1.44662 1.24246
C2 -0.55061 -0.34678 0.84390
C3 0.56213 -0.86774 -0.17721
C4 1.66726 0.20684 -0.65812
N1 1.31081 1.42888 -1.28186
N2 -1.21114 0.88364 0.16177
H1 -2.42608 -1.20032 0.64767
H2 -1.75360 -1.36956 2.30164
H3 -1.21624 -2.44434 0.98818
H4 -0.07497 0.08182 1.72449
H5 1.01015 -1.71253 0.37347
H6 0.09621 -1.20274 -1.11551
H7 2.28677 -0.51049 -1.20517
H8 2.18776 0.50563 0.25573
H9 0.77913 1.26021 -2.14657
H10 1.92674 2.20123 -1.57958
H11 -1.87888 1.40907 0.75841
H12 -1.72799 0.45682 -0.60536
H13 -0.43065 1.53058 -0.11921

Cartesian forces, eV/Å:
C -0.4 1.3 -0.8
C 1.8 0.5 -0.4
C -1.5 1.0 -0.2
C -0.4 0.7 3.9
N 0.0 -2.1 -3.2
N 0.5 -0.6 0.8
H -0.4 -0.7 0.3
H -0.2 -0.1 0.1
H 0.2 -0.2 -0.1
H 0.2 -0.1 0.0
H 0.4 0.4 -0.7
H -0.1 -0.4 0.4
H 0.6 0.2 -1.0
H 0.7 -0.2 -0.3
H -0.6 0.1 0.2
H 0.5 0.1 1.5
H 0.4 -0.3 -0.2
H -0.2 0.7 -0.6
H -1.4 -0.5 0.1

Computed properties:
* charge: +2
* lowest unoccupied orbital energy (spin up / spin down): -7.5 / -13.6 eV
* orbital gap (spin up / spin down): 13.22 / 7.36 eV
* E_HOMO (spin up / spin down): -20.75 / -20.97 eV
* maximum force: 0.0779 Eh/bohr
* multiplicity: 2

# 6
Here is a cluster of 2 separate species, C4H13N2O in total in a non-equilibrium geometry from the OMol25 dataset. Energies are from ωB97M-V/def2-TZVPD.

Atoms and positions in Å:
C1 0.04640 1.45721 -1.81164
C2 0.94486 1.49902 -0.64725
O1 0.84421 0.81790 0.43630
N1 1.96008 2.46409 -0.64676
H1 -0.11589 2.41158 -2.32799
H2 -0.96892 1.03984 -1.67557
H3 2.66532 2.24370 0.02826
H4 2.24782 3.08422 -1.38579
H5 0.48408 0.77021 -2.55483
C3 -1.13909 -1.85133 0.65458
C4 0.14362 -2.14935 1.45044
N2 -1.39235 -0.36505 0.67773
H6 -1.08972 -2.11513 -0.39628
H7 -1.93055 -2.43358 1.12132
H8 0.03816 -3.04095 2.05844
H9 0.53648 -1.24421 1.89501
H10 -1.61843 -0.16064 1.65805
H11 -0.39593 0.19561 0.58794
H12 -2.18995 -0.08961 0.09707
H13 0.92980 -2.53354 0.78100

Cartesian forces, eV/Å:
C -0.1 -0.8 -0.6
C 0.2 1.2 -1.7
O -1.3 -1.6 1.8
N 0.2 0.5 0.6
H 0.2 0.2 0.1
H 0.1 0.1 0.5
H 0.3 0.2 0.1
H -0.4 -0.5 -0.2
H -0.2 0.1 -0.4
C 0.4 0.2 0.1
C 0.6 -0.9 -1.7
N -0.8 -1.3 1.7
H 0.2 -0.2 0.0
H -0.5 0.4 -0.2
H -0.4 0.4 0.9
H 0.1 -0.2 0.6
H -0.3 0.3 -0.3
H 1.2 1.0 -1.1
H 0.5 0.1 0.0
H -0.1 0.7 -0.1

Computed properties:
* charge: 0
* lowest unoccupied orbital energy (spin up / spin down): 0.6 / 0.5 eV
* orbital gap (spin up / spin down): 3.45 / 8.95 eV
* E_HOMO (spin up / spin down): -2.82 / -8.48 eV
* maximum force: 0.0533 Eh/bohr
* multiplicity: 2

# 7
Here is an isolated molecule of C4H13N2O in a non-equilibrium geometry from the OMol25 dataset. Energies are from ωB97M-V/def2-TZVPD.

Atoms and positions in Å:
C1 -1.45157 1.14476 -0.65163
O1 -2.78481 0.89551 -0.07397
C2 -0.52914 0.04526 -0.12769
C3 0.87048 0.06252 -0.92353
C4 1.70108 -1.16797 -0.58828
N1 2.24059 -1.23535 0.80066
N2 -0.09047 0.26106 1.25836
H1 -1.17745 2.06144 -0.14010
H2 -1.56345 1.20241 -1.73959
H3 -3.35746 0.97983 -0.84900
H4 -0.99689 -0.93796 -0.21000
H5 1.31146 1.03039 -0.66302
H6 0.49600 0.17958 -1.95039
H7 2.46552 -1.11520 -1.37721
H8 1.11231 -2.07147 -0.63062
H9 0.79113 -0.27879 1.52994
H10 3.01722 -0.57093 0.93719
H11 2.46669 -2.20903 0.97262
H12 -0.76644 -0.26786 1.84216
H13 0.03966 1.18508 1.72787

Cartesian forces, eV/Å:
C -1.4 -0.6 2.3
O 0.5 0.0 -1.3
C 2.6 0.9 -2.1
C -3.2 0.5 1.0
C 0.8 0.8 -0.3
N -0.1 0.9 -0.9
N -0.6 -2.0 2.2
H 0.6 0.5 -0.8
H 0.6 0.0 0.2
H -0.3 -0.1 0.6
H 0.1 0.2 0.1
H 0.4 -0.3 0.0
H 0.9 -0.7 -0.2
H 0.2 -0.8 0.3
H -0.3 -0.2 -0.8
H -0.3 0.3 -0.9
H -0.3 -0.9 0.0
H 0.5 0.4 0.3
H -0.4 0.4 0.7
H -0.2 0.8 -0.4

Computed properties:
* charge: 0
* lowest unoccupied orbital energy (spin up / spin down): 0.8 / 0.5 eV
* orbital gap (spin up / spin down): 3.58 / 10.52 eV
* E_HOMO (spin up / spin down): -2.82 / -9.97 eV
* maximum force: 0.0684 Eh/bohr
* multiplicity: 2

# 8
Here is a cluster of 2 separate species, C4H13N2O in total in a non-equilibrium geometry from the OMol25 dataset. Energies are from ωB97M-V/def2-TZVPD.

Atoms and positions in Å:
C1 1.67962 1.61170 -0.21224
C2 0.15644 1.60862 -0.27896
C3 -0.58098 0.35511 0.14163
C4 -1.72039 -0.03542 -0.40702
N1 -2.52681 -1.08704 0.10467
N2 0.07832 -0.53085 1.09531
H1 2.03979 1.35581 0.77930
H2 2.24516 1.04298 -0.95324
H3 1.99336 2.65492 -0.30864
H4 -0.20866 1.95431 -1.23670
H5 -0.14520 2.36326 0.46803
H6 -2.16435 0.51504 -1.24091
H7 -2.93367 -1.65308 -0.62274
H8 -3.19849 -0.67543 0.74140
H9 0.12686 -0.19233 2.05879
H10 1.01679 -0.90847 0.82743
H11 -0.44785 -1.41777 1.03846
H12 1.59750 -3.11903 -0.51579
H13 1.32295 -1.67040 -1.11073
O1 1.66960 -2.17192 -0.36805

Cartesian forces, eV/Å:
C 0.3 0.5 0.0
C 0.0 0.1 1.2
C 1.0 0.5 -1.5
C -1.0 -0.1 -0.2
N 1.2 0.0 0.5
N 0.0 -1.1 0.4
H 0.1 -0.3 0.2
H -0.3 -0.1 0.0
H 0.0 -0.1 -0.2
H -0.2 -0.1 -0.2
H -0.1 0.0 -0.4
H 0.5 0.2 0.2
H -0.4 0.1 0.1
H -0.3 -0.5 -0.1
H -0.2 0.0 -0.1
H -0.2 0.7 -0.3
H -0.5 0.3 0.6
H -0.1 0.0 -0.3
H 0.1 -0.5 -0.5
O 0.1 0.5 0.6

Computed properties:
* charge: +1
* lowest unoccupied orbital energy: -3.2 eV
* orbital gap: 10.64 eV
* E_HOMO: -13.80 eV
* maximum force: 0.0357 Eh/bohr

# 9
Here is the ion C4H13N2O with charge +1 in a non-equilibrium geometry from the OMol25 dataset. Energies are from ωB97M-V/def2-TZVPD.

Atoms and positions in Å:
C1 -0.94468 -1.83830 -1.03472
C2 0.20347 -1.09346 -0.29663
O1 1.36572 -0.92091 -1.06629
C3 -0.26331 0.26213 0.21563
N1 -0.24613 1.08773 -0.97537
C4 0.68504 0.74233 1.32875
N2 0.22993 2.10713 1.81797
H1 -1.62775 -1.21553 -1.58379
H2 -1.22728 -2.46139 -0.24724
H3 -0.41177 -2.26326 -1.87765
H4 0.53828 -1.67016 0.64316
H5 1.79157 -1.77349 -1.20868
H6 -1.28672 0.09349 0.47573
H7 0.12631 0.45676 -1.74397
H8 0.11019 2.02326 -0.85437
H9 -1.18718 1.40510 -1.29699
H10 0.63332 -0.12257 2.16842
H11 1.65487 0.77955 0.82938
H12 -0.78608 2.06308 1.97036
H13 0.64220 2.33848 2.73631

Cartesian forces, eV/Å:
C 3.1 1.4 -0.9
C 0.1 -1.4 2.0
O 0.1 0.7 -0.5
C 1.1 -1.4 1.2
N -2.0 0.8 -2.5
C -1.8 -0.3 1.5
N 0.2 -1.4 -0.2
H -1.0 0.4 0.6
H -1.7 -1.5 0.3
H -0.2 -1.3 0.2
H -0.9 0.5 -1.3
H 0.0 0.1 -0.1
H -0.6 0.3 0.8
H 0.4 1.7 0.5
H 1.7 0.3 0.1
H 0.3 -1.0 0.3
H 0.4 2.0 -1.9
H 0.3 0.1 0.7
H 0.6 0.0 0.1
H -0.1 -0.2 -0.8

Computed properties:
* charge: +1
* lowest unoccupied orbital energy: -3.4 eV
* orbital gap: 10.37 eV
* E_HOMO: -13.75 eV
* maximum force: 0.0679 Eh/bohr
* structure (SMILES): C[C@@H](O)[C@H]([NH3+])CN

# 10
Here is a cluster of 2 separate species, C4H13N2O in total in a non-equilibrium geometry from the OMol25 dataset. Energies are from ωB97M-V/def2-TZVPD.

Atoms and positions in Å:
C1 -0.19387 1.69110 1.38337
C2 0.28612 0.25690 1.46309
C3 0.23821 -0.56364 0.17975
C4 0.37501 -0.08731 -1.03926
N1 0.00714 -0.88602 -2.22615
N2 0.73554 2.51146 0.59974
H1 -0.15079 2.10820 2.40580
H2 -1.17996 1.85671 0.96747
H3 -0.04385 -0.25761 2.36428
H4 1.38336 0.21834 1.58021
H5 -0.02031 -1.62185 0.39600
H6 0.68347 0.93988 -1.20940
H7 0.51459 -0.58213 -3.06548
H8 0.34587 -1.84815 -2.20421
H9 -1.00438 -0.81729 -2.34980
H10 0.38546 3.39744 0.25836
H11 1.64414 2.72218 0.98494
H12 -1.05283 -3.60635 -0.63414
H13 -1.71141 -2.72341 0.49479
O1 -1.24150 -2.70844 -0.34936

Cartesian forces, eV/Å:
C 1.6 1.5 1.1
C 1.6 -0.3 -1.1
C -1.2 -0.8 1.8
C 0.3 0.7 0.5
N 1.2 -0.1 -0.6
N 0.2 0.0 -1.5
H -0.7 -0.5 -0.1
H -0.3 -0.4 0.0
H -0.6 -0.2 -0.4
H 0.0 0.7 0.6
H 0.7 1.2 -0.7
H -0.3 -0.1 -0.3
H -0.5 0.7 0.1
H -0.7 -0.3 0.7
H 0.1 -0.4 -0.3
H -0.4 -0.2 0.2
H -0.1 -0.4 0.5
H -0.4 -0.4 0.4
H -0.1 -0.4 -0.3
O -0.5 -0.4 -0.6

Computed properties:
* charge: +1
* lowest unoccupied orbital energy: -3.4 eV
* orbital gap: 8.82 eV
* E_HOMO: -12.19 eV
* maximum force: 0.0474 Eh/bohr

Computed energy relative to the best compared isomer or geometry (same formula, charge and spin), in the same sequence as the records: 73.3, 31.4, 28.8, 146.8, 33.5, 30.0, 58.0, 43.2, 62.6, 66.7 kcal per mole.